Entry 1:
Computed, not measured: C70H54OP3SSiTl as an isolated structure, with ωB97M-V/def2-TZVPD.

Positions of all 131 atoms, in Å:
Tl  0.915  0.699  0.206
C  1.887  -2.680  6.152
C  2.305  -1.363  6.268
C  1.877  -0.407  5.354
C  1.020  -0.767  4.321
C  0.609  -2.098  4.201
C  1.035  -3.046  5.116
P  0.448  0.379  3.019
C  0.817  2.059  3.626
C  -0.140  2.996  4.008
C  0.241  4.297  4.312
C  1.572  4.677  4.226
C  2.530  3.753  3.829
C  2.155  2.456  3.522
C  -1.363  0.186  3.155
C  -1.980  0.369  4.396
C  -3.354  0.268  4.520
C  -4.123  -0.020  3.400
C  -3.513  -0.237  2.174
C  -2.122  -0.153  2.022
Si  -1.329  -0.624  0.344
C  -1.025  -2.505  0.456
C  -1.918  -3.273  1.220
C  -1.846  -4.655  1.257
C  -0.877  -5.315  0.513
C  0.037  -4.582  -0.223
C  -0.013  -3.184  -0.244
P  1.350  -2.271  -1.080
C  1.536  -3.268  -2.613
C  2.545  -4.194  -2.861
C  2.577  -4.887  -4.067
C  1.602  -4.667  -5.028
C  0.591  -3.746  -4.787
C  0.564  -3.046  -3.591
C  2.768  -2.791  -0.040
C  2.616  -3.231  1.273
C  3.729  -3.445  2.077
C  5.005  -3.237  1.575
C  5.170  -2.801  0.267
C  4.059  -2.563  -0.524
C  -2.792  -0.473  -0.895
C  -3.500  -1.629  -1.249
C  -4.640  -1.575  -2.035
C  -5.107  -0.355  -2.498
C  -4.415  0.803  -2.185
C  -3.267  0.755  -1.394
P  -2.267  2.254  -1.061
C  -1.604  2.451  -2.768
C  -2.229  3.180  -3.777
C  -1.700  3.201  -5.060
C  -0.549  2.485  -5.358
C  0.078  1.748  -4.363
C  -0.445  1.740  -3.078
C  -3.486  3.596  -0.893
C  -4.700  3.371  -0.242
C  -5.538  4.433  0.069
C  -5.169  5.731  -0.254
C  -3.952  5.965  -0.881
C  -3.110  4.907  -1.190
H  2.221  -3.420  6.868
H  2.969  -1.075  7.074
H  2.203  0.620  5.455
H  -0.054  -2.385  3.391
H  0.705  -4.073  5.021
H  -1.186  2.726  4.051
H  -0.510  5.020  4.606
H  1.861  5.696  4.446
H  3.567  4.050  3.738
H  2.893  1.745  3.163
H  -1.373  0.589  5.267
H  -3.825  0.419  5.483
H  -5.201  -0.089  3.485
H  -4.127  -0.482  1.315
H  -2.685  -2.769  1.799
H  -2.549  -5.218  1.860
H  -0.823  -6.397  0.521
H  0.815  -5.095  -0.775
H  3.302  -4.385  -2.112
H  3.366  -5.606  -4.249
H  1.631  -5.212  -5.964
H  -0.174  -3.571  -5.534
H  -0.222  -2.318  -3.406
H  1.628  -3.397  1.683
H  3.593  -3.770  3.102
H  5.871  -3.403  2.204
H  6.164  -2.612  -0.122
H  4.188  -2.182  -1.531
H  -3.147  -2.594  -0.911
H  -5.164  -2.489  -2.291
H  -6.002  -0.307  -3.108
H  -4.767  1.758  -2.555
H  -3.132  3.738  -3.563
H  -2.192  3.777  -5.835
H  -0.142  2.502  -6.362
H  0.975  1.182  -4.582
H  0.059  1.163  -2.310
H  -4.988  2.359  0.020
H  -6.480  4.247  0.570
H  -5.826  6.558  -0.016
H  -3.652  6.978  -1.120
H  -2.150  5.094  -1.657
C  1.770  5.575  -0.780
C  0.918  5.243  0.264
C  0.592  3.912  0.501
C  1.113  2.889  -0.284
C  1.967  3.239  -1.330
C  2.288  4.567  -1.585
H  2.035  6.609  -0.966
H  0.498  6.020  0.893
H  -0.094  3.686  1.312
H  2.402  2.469  -1.961
H  2.950  4.813  -2.407
C  11.724  -1.873  0.284
C  10.302  -1.382  0.210
O  9.337  -2.090  0.292
S  10.198  0.400  -0.006
C  8.437  0.608  0.066
C  7.662  0.350  -1.057
C  6.283  0.402  -0.964
C  5.662  0.711  0.251
C  6.456  1.014  1.359
C  7.837  0.957  1.269
C  4.236  0.648  0.355
C  3.051  0.404  0.431
H  11.930  -2.167  1.315
H  12.433  -1.101  -0.011
H  11.835  -2.755  -0.344
H  8.141  0.090  -1.992
H  5.669  0.187  -1.829
H  5.982  1.269  2.298
H  8.455  1.162  2.134

Energy above the lowest of the compared OMol25 structures with the same formula, charge and spin = 17.78 kcal/mol
HOMO = -7.094 eV
Electronic energy = -126785.4729 eV
Orbital gap = 7.594 eV
LUMO level = 0.5 eV

Entry 2:
Computed, not measured: an isolated molecule of C4H6N2O, with ωB97M-V/def2-TZVPD.

Positions of all 13 atoms, in Å:
C  0.439  -1.426  -1.892
O  -0.597  -0.539  -1.480
C  -0.431  0.037  -0.293
C  -1.507  0.977  0.197
N  -0.932  1.326  1.334
C  0.416  0.782  1.557
N  0.580  -0.155  0.492
H  1.397  -0.901  -1.947
H  0.150  -1.797  -2.878
H  0.528  -2.253  -1.182
H  1.242  1.631  1.544
H  -1.413  1.905  2.005
H  0.897  0.725  2.525

Energy above the lowest of the compared OMol25 structures with the same formula, charge and spin = 89.71 kcal/mol
HOMO = -8.880 eV
Electronic energy = -9269.6117 eV
Orbital gap = 9.345 eV
LUMO level = 0.5 eV

Entry 3:
Computed, not measured: an isolated ion of composition C2H5N2OS2 and charge +1, with ωB97M-V/def2-TZVPD.

Positions of all 12 atoms, in Å:
N  -1.240  -1.101  0.349
C  -0.647  -0.467  -0.720
C  0.209  0.758  -0.144
N  0.316  1.950  -0.594
O  0.693  0.488  0.999
S  0.336  -1.235  -2.034
S  -1.329  -0.047  -2.465
H  -1.363  -2.165  0.224
H  -2.164  -0.732  0.431
H  -0.150  2.336  -1.411
H  0.831  2.645  -0.062
H  0.531  -0.441  1.206

Energy above the lowest of the compared OMol25 structures with the same formula, charge and spin = 10.12 kcal/mol
HOMO = -13.070 eV
Electronic energy = -28845.8305 eV
Orbital gap = 8.518 eV
Net charge = +1
LUMO level = -4.6 eV